Computed, not measured: a cluster of 2 separate species, C5H8O2 in total, with the ωB97M-V functional and the def2-TZVPD basis.

Summary:
- SMILES string: C=CO[C@H]1C=C1O.[H][H]
- Maximum force: 0.4 eV Å⁻¹
- 2S+1: 1
- M: 100.12 g mol⁻¹

Each line ends with the natural charge from an NBO analysis.
CARTESIAN COORDINATES (ANGSTROEM)
C -2.182 0.123 -0.149  -0.48
C -1.124 0.887 0.083  0.13
O -0.434 0.834 1.262  -0.53
C 0.952 0.591 1.062  0.05
C 1.455 -0.695 0.476  -0.30
C 1.488 0.365 -0.276  0.29
O 1.757 0.963 -1.439  -0.65
H -0.978 -1.783 -0.304  0.02
H -2.529 -0.570 0.611  0.21
H -2.699 0.157 -1.101  0.21
H -0.739 1.600 -0.648  0.18
H 1.502 1.089 1.859  0.18
H -0.337 -2.121 -0.141  -0.02
H 1.667 -1.734 0.657  0.23
H 2.076 0.286 -2.052  0.49

Computed, not measured: an isolated molecule of C5H8O2, with the ωB97M-V functional and the def2-TZVPD basis.

Summary:
- Maximum force: 0.6 eV Å⁻¹
- 2S+1: 1
- M: 100.12 g mol⁻¹

Each line ends with the natural charge from an NBO analysis.
CARTESIAN COORDINATES (ANGSTROEM)
O 0.498 -1.945 0.793  -0.72
C 0.024 -1.131 1.834  -0.08
C 0.076 0.336 1.437  -0.09
O -0.701 0.425 0.239  -0.45
C -0.177 0.969 -0.831  0.37
C -0.648 0.693 -2.088  -0.51
C -1.480 -0.440 -2.259  -0.21
H -0.131 -1.867 0.055  0.49
H 0.658 -1.284 2.715  0.19
H -1.009 -1.386 2.105  0.17
H 1.107 0.643 1.229  0.18
H -0.382 0.993 2.184  0.20
H 0.632 1.688 -0.661  0.17
H -0.254 1.354 -2.866  0.19
H -1.787 -0.441 -3.326  0.11

Computed, not measured: an isolated molecule of C5H8O2, with the ωB97M-V functional and the def2-TZVPD basis.

Summary:
- SMILES string: C[C@H]1OC12COC2
- Maximum force: 0.3 eV Å⁻¹
- 2S+1: 1
- M: 100.12 g mol⁻¹

Each line ends with the natural charge from an NBO analysis.
CARTESIAN COORDINATES (ANGSTROEM)
C 2.042 -0.334 0.419  -0.64
C 0.931 0.667 0.254  0.07
O 0.513 0.887 -1.096  -0.48
C -0.396 0.281 -0.210  0.16
C -1.799 0.815 0.018  -0.08
O -2.350 -0.478 -0.283  -0.53
C -1.050 -1.067 -0.461  -0.09
H 2.287 -0.490 1.474  0.22
H 1.765 -1.295 -0.023  0.21
H 2.940 0.025 -0.093  0.23
H 1.014 1.582 0.843  0.18
H -2.041 1.137 1.038  0.18
H -2.102 1.585 -0.702  0.19
H -0.901 -1.472 -1.468  0.19
H -0.853 -1.844 0.289  0.18

Computed, not measured: an isolated molecule of C5H8O2, with the ωB97M-V functional and the def2-TZVPD basis.

Summary:
- SMILES string: CC1(OC=O)CC1
- Maximum force: 0.5 eV Å⁻¹
- 2S+1: 1
- M: 100.12 g mol⁻¹

Each line ends with the natural charge from an NBO analysis.
CARTESIAN COORDINATES (ANGSTROEM)
C -0.299 1.461 -0.282  -0.63
C -0.144 0.041 0.204  0.23
C -0.877 -1.088 -0.444  -0.43
C -1.229 -0.653 0.959  -0.43
O 1.153 -0.262 0.721  -0.50
C 2.177 -0.229 -0.140  0.65
O 2.118 0.011 -1.317  -0.58
H 0.110 1.577 -1.289  0.24
H 0.228 2.145 0.391  0.22
H -1.356 1.744 -0.291  0.22
H -1.555 -0.842 -1.256  0.22
H -0.352 -2.031 -0.560  0.23
H -2.157 -0.114 1.125  0.22
H -0.924 -1.305 1.772  0.23
H 3.105 -0.455 0.408  0.12

Computed, not measured: an isolated molecule of C5H8O2, with the ωB97M-V functional and the def2-TZVPD basis.

Summary:
- SMILES string: C1CO[C@@H]2C[C@@H]2O1
- Maximum force: 0.3 eV Å⁻¹
- 2S+1: 1
- M: 100.12 g mol⁻¹

Each line ends with the natural charge from an NBO analysis.
CARTESIAN COORDINATES (ANGSTROEM)
C 0.568 -1.877 0.189  -0.45
C -0.384 -0.992 -0.556  0.05
O -1.333 -0.344 0.231  -0.51
C -1.199 1.065 0.271  -0.09
C 0.278 1.535 0.295  -0.09
O 1.141 0.468 0.636  -0.50
C 1.027 -0.547 -0.315  0.05
H 0.400 -1.928 1.259  0.24
H 0.945 -2.776 -0.284  0.22
H -0.716 -1.258 -1.558  0.18
H -1.721 1.355 1.185  0.19
H -1.726 1.520 -0.577  0.16
H 0.567 1.954 -0.681  0.16
H 0.421 2.310 1.054  0.20
H 1.731 -0.483 -1.147  0.19

Computed, not measured: a structure of composition C5H8O2, with the ωB97M-V functional and the def2-TZVPD basis.

Summary:
- Maximum force: 0.4 eV Å⁻¹
- 2S+1: 1
- M: 100.12 g mol⁻¹

Each line ends with the natural charge from an NBO analysis.
CARTESIAN COORDINATES (ANGSTROEM)
C 1.670 -0.147 0.723  -0.61
C 0.309 0.118 0.106  0.04
C -0.270 -1.080 -0.728  -0.06
C -0.879 0.521 0.938  0.14
O -1.144 -1.912 -0.006  -0.70
C -0.981 1.591 -0.094  -0.28
O 0.286 1.326 -0.706  -0.54
H 2.433 -0.166 -0.065  0.23
H 1.668 -1.112 1.239  0.23
H 1.939 0.637 1.436  0.22
H -0.739 -0.637 -1.619  0.17
H 0.543 -1.730 -1.059  0.20
H -1.884 -1.381 0.321  0.48
H -1.832 1.359 -0.764  0.23
H -1.119 2.612 0.279  0.24

Energy relative to the best compared isomer or geometry (same formula, charge and spin) readings, ordered: 115.8; 112.3; 57.2; 21.8; 50.5; 120.7 kcal/mol
Highest occupied orbital energy readings, ordered: -9.00; -8.09; -9.89; -10.30; -9.57; -9.13 eV
LUMO readings, ordered: 0.61; -0.46; 0.97; 1.00; 1.11; -0.69 eV